Formula: C24H29N3O3
Source: OMol25
Level of theory: ωB97M-V/def2-TZVPD

Output
SMILES: COc1ccc(C2=NN(C(=O)CN3CCCCC3)[C@H](c3ccc(OC)cc3)C2)cc1
F_max (eV Å⁻¹): 1.2
Frontier orbital gap (hartree): 0.3104
Molecular weight (g/mol): 407.514
E (Ha): -1321.89638

Each line ends with the Mulliken charge.
Atoms and positions in Å:
C 5.144 -2.827 -4.460  -0.850
H 5.419 -3.137 -5.467  0.247
O 3.751 -2.627 -4.491  -0.455
C 3.123 -2.227 -3.356  0.796
C 3.748 -1.994 -2.134  -0.735
C 3.007 -1.587 -1.041  -1.014
C 1.628 -1.402 -1.132  0.494
C 1.010 -1.639 -2.366  0.279
C 1.740 -2.043 -3.456  -0.451
H 1.269 -2.227 -4.408  0.460
H -0.056 -1.498 -2.443  -0.126
C 0.851 -0.979 0.009  0.041
N -0.422 -0.814 -0.027  -0.108
N -0.881 -0.415 1.171  -0.050
C -2.168 -0.218 1.553  1.175
O -2.395 0.074 2.716  -0.645
C -3.360 -0.330 0.592  -1.446
N -3.297 -0.737 -0.776  0.232
C -2.968 -2.118 -1.051  -0.235
C -3.545 -2.500 -2.414  -0.914
C -2.999 -1.572 -3.495  -0.292
C -3.286 -0.123 -3.116  -0.985
C -2.718 0.184 -1.730  -0.161
H -2.991 1.201 -1.436  0.498
H -1.620 0.119 -1.760  -0.027
H -4.365 0.036 -3.097  0.359
H -2.850 0.557 -3.850  0.369
H -3.456 -1.807 -4.459  0.324
H -1.921 -1.720 -3.593  0.009
H -4.632 -2.406 -2.376  0.344
H -3.296 -3.538 -2.641  0.377
H -3.418 -2.740 -0.273  0.497
H -1.882 -2.297 -1.048  -0.001
H -4.058 -1.000 1.111  0.429
H -3.816 0.669 0.625  0.410
C 0.209 -0.214 2.155  -0.780
C 0.279 1.235 2.555  0.069
C 0.270 1.614 3.886  -0.940
C 0.339 2.947 4.251  -0.367
C 0.413 3.931 3.272  0.850
C 0.419 3.554 1.929  -0.886
C 0.352 2.224 1.578  -0.113
H 0.348 1.951 0.532  0.365
H 0.471 4.327 1.178  0.439
O 0.484 5.271 3.512  -0.456
C 0.445 5.717 4.846  -0.854
H 0.492 6.803 4.794  0.244
H -0.484 5.418 5.342  0.343
H 1.300 5.345 5.420  0.336
H 0.325 3.203 5.298  0.399
H 0.197 0.859 4.655  0.376
H -0.004 -0.830 3.033  0.758
C 1.442 -0.686 1.373  -0.976
H 1.889 -1.584 1.802  0.459
H 2.203 0.093 1.317  0.425
H 3.516 -1.414 -0.105  0.391
H 4.813 -2.126 -2.022  0.395
H 5.421 -3.615 -3.752  0.340
H 5.678 -1.905 -4.208  0.341

---

Formula: C9H11O2P
Source: OMol25
Level of theory: ωB97M-V/def2-TZVPD

Output
SMILES: CCP(O)C(=O)c1ccccc1
F_max (eV Å⁻¹): 4.2
Frontier orbital gap (hartree): 0.2916
Molecular weight (g/mol): 182.159
E (Ha): -841.32057

Each line ends with the Mulliken charge.
Atoms and positions in Å:
C 3.496 -0.675 0.069  -0.027
C 2.561 -1.041 1.004  -0.653
C 3.348 0.402 -0.793  -0.668
C 1.436 -0.284 1.125  -0.268
C 2.151 1.157 -0.673  -0.265
C 1.231 0.891 0.390  0.416
C -3.596 -1.051 -0.560  -1.038
C -2.180 -1.068 0.013  -0.453
C -0.053 1.470 0.172  0.401
O -2.625 1.833 0.307  -0.450
O -0.243 2.617 -0.314  -0.648
P -1.706 0.595 0.838  0.039
H 4.497 -1.240 0.074  0.249
H 2.668 -2.004 1.698  0.232
H 4.138 0.668 -1.520  0.357
H 0.818 -0.432 2.001  0.475
H 1.831 1.916 -1.414  0.343
H -4.511 -0.754 0.109  0.278
H -3.679 -2.074 -0.884  0.367
H -3.672 -0.326 -1.525  0.242
H -1.365 -1.324 -0.666  0.395
H -2.184 -1.749 0.867  0.338
H -2.361 2.473 -0.317  0.339

---

Formula: C20H19F3N2O4S2
Source: OMol25
Level of theory: ωB97M-V/def2-TZVPD

Output
SMILES: O=C1c2ccccc2S(=O)(=O)N1SC(F)(F)F.C=C(c1ccccc1)N1CCOCC1
F_max (eV Å⁻¹): 2.6
Frontier orbital gap (hartree): 0.2760
Molecular weight (g/mol): 472.510
E (Ha): -2279.88383

Each line ends with the Mulliken charge.
Atoms and positions in Å:
C 3.868 3.987 -1.885  -0.672
C 2.612 3.124 -1.715  -0.547
N 2.868 1.890 -0.947  0.259
C 1.858 0.989 -0.757  0.864
C 0.644 0.851 -1.412  -1.691
C 2.078 -0.063 0.301  -0.010
C 2.099 -1.405 -0.086  -0.171
C 2.274 -2.403 0.861  -0.829
C 2.319 -2.098 2.226  -0.554
C 2.256 -0.758 2.620  -0.748
C 2.141 0.256 1.674  0.108
C 4.072 1.680 -0.158  -0.202
C 5.236 2.542 -0.601  -0.769
O 4.781 3.884 -0.791  -0.376
H 4.352 3.705 -2.843  0.322
H 3.598 5.049 -1.904  0.305
H 1.823 3.735 -1.227  0.344
H 2.245 2.819 -2.705  0.374
H 0.259 -0.176 -1.425  0.345
H 0.140 1.681 -1.935  0.308
H 2.016 -1.672 -1.148  0.506
H 2.360 -3.443 0.547  0.403
H 2.449 -2.871 2.980  0.421
H 2.292 -0.499 3.671  0.399
H 2.043 1.291 1.996  0.428
H 3.892 1.875 0.914  0.208
H 4.375 0.629 -0.252  0.315
H 5.992 2.618 0.191  0.317
H 5.678 2.094 -1.515  0.363
F -7.065 -5.414 -0.324  -0.228
C -6.400 -4.255 -0.566  0.746
F -5.144 -4.554 -0.982  -0.216
F -7.028 -3.585 -1.570  -0.222
S -6.334 -3.273 0.964  -0.107
N -5.074 -2.280 0.357  -0.134
C -3.735 -2.622 0.617  0.589
O -3.320 -3.744 0.893  -0.602
C -3.005 -1.337 0.504  0.016
C -3.762 -0.207 0.215  0.469
C -3.180 1.063 0.138  -0.785
C -1.837 1.183 0.531  -0.586
C -1.122 0.062 0.954  -0.100
C -1.660 -1.220 0.873  -0.510
S -5.487 -0.608 0.100  1.164
O -5.950 -0.401 -1.239  -0.595
O -6.259 -0.192 1.236  -0.604
H -3.754 1.922 -0.212  0.442
H -1.314 2.141 0.474  0.486
H -0.083 0.152 1.276  0.246
H -1.108 -2.143 1.085  0.510

---

Formula: C3H4FNO2
Source: OMol25
Level of theory: ωB97M-V/def2-TZVPD

Output
SMILES: O=CN(O)/C=C/F
F_max (eV Å⁻¹): 7.9
Frontier orbital gap (hartree): 0.3605
Molecular weight (g/mol): 105.068
E (Ha): -421.65353

Each line ends with the Mulliken charge.
Atoms and positions in Å:
C 1.245 -0.841 0.055  0.226
C -0.737 0.628 0.120  -0.049
C -1.696 -0.348 -0.054  -0.235
H 2.152 1.406 0.516  0.383
H 0.508 -1.592 0.059  0.231
H -0.830 1.742 -0.082  0.354
H -1.612 -1.411 -0.144  0.261
N 0.640 0.254 0.220  0.109
O 1.232 1.513 -0.188  -0.472
O 2.466 -1.043 -0.099  -0.586
F -3.017 -0.258 -0.035  -0.223

---

Formula: C2H4OS
Source: OMol25
Level of theory: ωB97M-V/def2-TZVPD

Output
SMILES: COC=S
F_max (eV Å⁻¹): 7.2
Frontier orbital gap (hartree): 0.3338
Molecular weight (g/mol): 76.120
E (Ha): -551.94303

Each line ends with the Mulliken charge.
Atoms and positions in Å:
C 1.312 0.554 -0.038  -0.079
C -1.059 -0.428 0.031  -0.506
O 0.272 -0.435 0.530  -0.252
S 2.839 0.134 0.128  -0.211
H 0.982 1.374 -0.503  0.361
H -1.589 -1.237 0.746  0.190
H -1.273 -0.668 -1.001  0.278
H -1.486 0.706 0.107  0.220

---

Formula: C4H6N2O
Source: OMol25
Level of theory: ωB97M-V/def2-TZVPD

Output
SMILES: COc1cnc[nH]1
F_max (eV Å⁻¹): 0.3
Frontier orbital gap (hartree): 0.3347
Molecular weight (g/mol): 98.105
E (Ha): -340.74722

Each line ends with the Mulliken charge.
Atoms and positions in Å:
C 1.102 -1.679 -0.640  -0.733
O 0.452 -1.268 0.548  -0.380
C -0.210 -0.094 0.453  0.600
C -1.453 0.269 0.879  -0.504
N -1.668 1.605 0.613  -0.583
C -0.578 2.034 0.038  -0.165
N 0.353 1.040 -0.091  -0.041
H 1.458 -2.693 -0.462  0.244
H 1.966 -1.040 -0.865  0.276
H 0.417 -1.669 -1.494  0.335
H -2.191 -0.350 1.373  0.396
H -0.404 3.042 -0.321  0.369
H 1.292 1.129 -0.446  0.187

---

Formula: C3H2F2
Source: OMol25
Level of theory: ωB97M-V/def2-TZVPD

Output
F_max (eV Å⁻¹): 14.0
2S+1: 3
Frontier orbital gap (alpha / beta) (hartree): 0.2288 / 0.3018
Molecular weight (g/mol): 76.045
E (Ha): -314.92969

Each line ends with the Mulliken charge.
Atoms and positions in Å:
C 1.731 0.043 0.588  -0.561
C 0.602 0.044 0.152  -0.032
C -0.988 0.055 -0.436  0.417
F -1.574 1.168 0.044  -0.205
F -1.520 -1.058 0.041  -0.195
H 2.575 -0.129 1.189  0.356
H -0.825 -0.123 -1.578  0.221

---

Formula: C3H7N3O
Source: OMol25
Level of theory: ωB97M-V/def2-TZVPD

Output
SMILES: C/N=C(\N)C(N)=O
F_max (eV Å⁻¹): 0.5
Frontier orbital gap (hartree): 0.3863
Molecular weight (g/mol): 101.109
E (Ha): -358.03924

Each line ends with the Mulliken charge.
Atoms and positions in Å:
C 1.990 0.620 -0.532  -0.901
N 0.537 0.640 -0.573  -0.498
C -0.080 -0.182 0.180  0.632
N 0.452 -1.058 1.106  -0.515
C -1.584 -0.349 0.003  0.350
O -2.062 -1.475 0.008  -0.617
N -2.304 0.778 -0.174  -0.358
H 2.389 -0.225 -1.119  0.314
H 2.392 0.538 0.490  0.330
H 2.371 1.540 -0.984  0.290
H -0.239 -1.691 1.487  0.276
H 1.301 -1.539 0.842  0.228
H -1.894 1.695 -0.098  0.228
H -3.271 0.692 -0.450  0.243